Entry 1:
28
Properties=species:S:1:pos:R:3:mulliken_spin:R:1 method="wB97M-V/def2-TZVPD" spin_multiplicity=2 relative_energy_kcal_mol=63.2 charge=+1 lumo_ev="-3.74 / -7.46"
C 0.11400 -0.23959 2.53807 0.003
C -0.41331 -0.71796 1.26541 0.137
C -1.54858 -1.39286 1.01843 -0.060
C 0.35962 -0.81000 -0.01154 0.060
C -0.35466 -1.72695 -0.85360 0.038
C 1.52072 -0.31585 -0.43883 0.079
C 0.16993 -2.24212 -2.05471 0.238
C 2.07345 -0.69326 -1.71637 0.256
C 1.37142 -1.66894 -2.48741 -0.083
N -1.52565 -1.98637 -0.27465 0.308
H -0.82967 0.14767 3.17743 0.008
H 0.71790 0.61516 2.22197 -0.003
H -2.15536 -1.72472 1.82997 0.003
H -2.35223 -2.36911 -0.68207 -0.014
H 2.04818 0.49999 0.13503 0.012
H -0.46104 -2.99484 -2.59937 -0.002
H 3.02230 -0.15232 -1.98396 0.005
H 1.74707 -1.59816 -3.52072 0.000
H 0.57909 -0.99046 3.00052 0.015
C 0.01358 2.97309 1.03160 0.001
C -1.50326 3.10234 1.32092 0.002
O 0.18492 3.37785 -0.42102 0.000
H 0.57306 3.62502 1.79201 0.000
H 0.62438 2.07725 1.09004 -0.003
H -2.17827 2.53605 0.66378 -0.001
H 0.51187 2.66986 -0.99014 0.000
H -1.80091 4.12888 1.11445 0.000
H -1.66374 2.80409 2.36990 0.000

---

Entry 2:
30
Properties=species:S:1:pos:R:3:mulliken_charge:R:1 method="wB97M-V/def2-TZVPD" smiles=CON1c2ccccc2CC1(OC)OC relative_energy_kcal_mol=104.1 lumo_ev=0.85
C -0.37403 2.04365 1.42884 -0.512
O -0.60741 1.89811 0.03784 -0.352
N -0.00835 0.69495 -0.43444 0.150
C 1.27851 0.43715 -0.23976 0.204
C 2.38615 1.28362 -0.24941 -0.391
C 3.61474 0.71997 -0.15694 -0.319
C 3.78542 -0.64010 -0.17094 -0.816
C 2.67187 -1.52121 -0.05357 -0.439
C 1.39787 -1.02101 -0.15628 0.257
C 0.09202 -1.74819 -0.14689 -1.129
C -0.99130 -0.64395 -0.30853 0.990
O -1.73834 -0.80862 -1.42193 -0.458
C -2.45860 0.32456 -1.96054 -0.593
O -1.73606 -0.34183 0.81741 -0.247
C -2.98758 -0.95760 1.05243 -0.927
H 0.59033 1.56101 1.61000 0.307
H -1.20615 1.58459 1.99543 0.142
H -0.32863 3.10081 1.77663 0.260
H 2.39001 2.39428 -0.26041 0.387
H 4.54077 1.33649 -0.25826 0.307
H 4.66513 -1.17648 -0.04315 0.413
H 2.82655 -2.59823 -0.05660 0.397
H -0.05537 -2.50084 -0.92962 0.392
H 0.07649 -2.01217 0.86465 0.322
H -2.49366 0.21230 -3.08200 0.280
H -2.00477 1.31887 -1.63177 0.259
H -3.60674 0.42760 -1.54832 0.203
H -3.59237 -0.94161 0.19294 0.362
H -3.37938 -0.46913 1.98278 0.216
H -2.74711 -1.95699 1.35042 0.334

---

Entry 3:
29
Properties=species:S:1:pos:R:3:mulliken_charge:R:1 method="wB97M-V/def2-TZVPD" relative_energy_kcal_mol=125.7 lumo_ev="0.68 / 0.68"
C -0.66814 -2.35642 3.62011 -0.628
C -0.80402 -2.92139 2.35343 -0.313
C -0.09207 -1.05607 3.61111 -0.303
C -0.38446 -2.27827 1.14655 -0.513
C 0.34747 -0.40963 2.44916 -0.296
C 0.14243 -1.04159 1.20829 0.187
C 0.64322 1.98343 -2.17415 -0.827
C 1.83767 2.22291 -1.13725 -0.512
C -0.19370 0.80092 -1.59434 1.273
C -1.31391 1.32275 -0.61440 -1.750
C -0.70109 -0.03725 -2.75790 -1.778
N 2.09580 1.02652 -0.38252 -0.550
O 1.57354 -1.40675 -1.06729 -0.670
S 1.09376 -0.12397 -0.66365 0.967
H -1.08133 -2.83232 4.51645 0.371
H -1.38931 -3.78317 2.17046 0.338
H -0.06185 -0.65663 4.55333 0.428
H -0.70149 -2.59920 0.23866 0.408
H 1.00774 0.52903 2.57199 0.280
H -0.04628 2.79432 -2.31935 0.426
H 1.06885 1.72552 -3.18386 0.294
H 2.84955 2.43844 -1.58136 0.324
H 1.72320 3.17803 -0.47948 0.220
H -1.82953 0.58771 -0.15689 0.439
H -1.97420 1.89747 -1.18953 0.493
H -0.75349 1.93247 0.08342 0.458
H -1.08605 -0.95595 -2.33969 0.396
H 0.11000 -0.37186 -3.48698 0.396
H -1.41230 0.39093 -3.39431 0.442

---

Entry 4:
29
Properties=species:S:1:pos:R:3:mulliken_spin:R:1 method="wB97M-V/def2-TZVPD" spin_multiplicity=5 relative_energy_kcal_mol=58.5 charge=+1 lumo_ev="-3.55 / -7.70"
C 0.77014 1.26794 -3.12557 0.614
C 0.37498 0.53291 -4.18948 0.094
C -0.03618 -0.80170 -4.18213 0.302
C -0.03560 -1.66609 -3.08290 0.140
C 0.28877 -1.35171 -1.81196 0.713
Pd 0.18791 0.47186 -1.56487 0.577
P 0.27981 2.64109 -0.81635 0.072
H 1.22355 2.26636 -3.26778 0.011
H 0.40064 1.01321 -5.16688 0.042
H -0.31598 -1.23968 -5.14565 0.015
H 0.38037 -2.11153 -1.02247 0.010
H -0.29016 -2.71278 -3.29577 0.047
H -0.84016 3.03822 -0.04340 0.013
H 0.36744 3.68769 -1.76020 0.002
H 1.40674 2.92626 -0.00286 0.004
C -0.59089 -1.01911 4.68066 -0.028
C -0.36496 -0.68817 3.23709 0.378
C 0.59192 0.24986 2.85696 -0.017
C 0.75920 0.54316 1.50778 0.222
N -0.03297 0.01031 0.56876 0.459
C -0.91310 -0.93927 0.90229 0.297
C -1.11738 -1.31307 2.23305 -0.072
H 0.33706 -1.35313 5.16248 0.023
H -0.95096 -0.14412 5.23873 0.027
H -1.33545 -1.81438 4.77082 -0.002
H 1.20127 0.77787 3.59552 0.003
H 1.52070 1.25785 1.18608 0.036
H -1.41301 -1.45424 0.07958 0.015
H -1.85369 -2.07562 2.45845 0.001

---

Entry 5:
28
Properties=species:S:1:pos:R:3:mulliken_charge:R:1 method="wB97M-V/def2-TZVPD" smiles=Cc1c[nH]c2ccccc12.CSC relative_energy_kcal_mol=83.8 lumo_ev=0.72
C 1.57583 -1.93463 -1.73034 -1.201
C 1.32889 -0.46760 -1.42996 0.521
C 2.21722 0.59672 -1.30826 -0.783
N 1.46574 1.83679 -0.98598 -0.162
C 0.12650 1.46518 -1.21349 0.080
C -0.89527 2.37549 -0.94034 -1.044
C -2.14030 1.79398 -1.06454 -0.361
C -2.37051 0.43423 -1.20302 -0.421
C -1.29504 -0.53381 -1.34120 -0.778
C 0.05159 0.16014 -1.44121 1.234
H 2.60298 -2.07705 -2.09150 0.367
H 0.98646 -2.26934 -2.50844 0.400
H 1.42416 -2.55968 -0.76117 0.174
H 3.35326 0.48064 -1.06795 0.274
H 1.88979 2.49213 -0.38204 0.251
H -0.76854 3.40669 -0.74300 0.458
H -3.10923 2.29199 -1.21648 0.313
H -3.48711 0.04966 -1.13073 0.228
H -1.51159 -1.50768 -1.05634 0.465
C -0.42537 0.80002 2.87167 -0.571
S -0.95551 -0.95212 3.19301 -0.124
C 0.07354 -2.07878 2.33548 -0.533
H -0.97763 1.07111 1.81128 0.028
H -0.71890 1.36857 3.77296 0.361
H 0.78334 0.81921 3.01402 0.234
H 0.72180 -2.60010 3.20151 0.325
H 0.71581 -1.64421 1.42746 0.019
H -0.66192 -2.81753 1.98859 0.248

---

Entry 6:
28
Properties=species:S:1:pos:R:3:mulliken_charge:R:1 method="wB97M-V/def2-TZVPD" smiles=Cc1c[nH]c2ccccc12.CSC relative_energy_kcal_mol=9.4 lumo_ev=0.75
C 0.92682 1.55392 -2.45657 -1.387
C 0.76856 1.26375 -1.00191 0.555
C -0.19646 0.44730 -0.48883 -0.735
N -0.01774 0.28424 0.86854 -0.014
C 1.08347 0.98835 1.25302 -0.306
C 1.73718 1.05571 2.47744 -0.699
C 2.87638 1.82323 2.57278 -0.383
C 3.36676 2.53259 1.46539 -0.679
C 2.73239 2.43576 0.25397 -0.364
C 1.60140 1.63165 0.10104 0.890
H 1.42322 2.50501 -2.66306 0.366
H -0.03236 1.61195 -2.98540 0.367
H 1.48378 0.76003 -2.94564 0.263
H -1.10063 0.13187 -0.98578 0.505
H -0.66461 -0.26106 1.40927 0.188
H 1.27742 0.52821 3.31713 0.329
H 3.39101 1.80907 3.52290 0.358
H 4.22283 3.18165 1.55686 0.387
H 3.12183 2.97127 -0.59821 0.345
C -2.15551 -2.52186 -1.35691 -0.751
S -2.43773 -3.99296 -0.37922 -0.097
C -4.04891 -3.61949 0.33639 -0.794
H -1.12699 -2.19753 -1.24470 0.260
H -2.27217 -2.63073 -2.44229 0.379
H -2.81335 -1.71904 -1.03432 0.191
H -4.13239 -2.54527 0.45212 0.236
H -4.12086 -4.12245 1.29644 0.312
H -4.89331 -3.90518 -0.30043 0.277

---

Entry 7:
36
Properties=species:S:1:pos:R:3:mulliken_spin:R:1 method="wB97M-V/def2-TZVPD" spin_multiplicity=5 charge=+3 lumo_ev="-10.67 / -17.42"
O -0.06218 -0.17039 -6.14520 -0.012
C -0.06881 -0.14837 -4.98879 0.026
Rh -0.08731 -0.16805 -3.05700 1.235
O -1.64703 -2.87322 -2.57915 0.012
C -1.08872 -1.88612 -2.77360 0.163
C 0.91304 1.52580 -2.69465 0.157
O 1.49147 2.50558 -2.51733 0.021
C -1.74700 0.82083 -2.53454 0.136
O -2.70601 1.38839 -2.24736 0.025
C 1.57513 -1.19455 -2.65141 0.159
O 2.54503 -1.78855 -2.46905 0.036
C -2.69063 -2.18619 1.44804 0.018
C -2.36575 -0.99745 0.59581 0.019
O -0.95414 -0.91656 0.15403 0.308
P 0.57314 -1.12889 0.78927 0.402
O 0.41531 -0.87508 2.38067 0.200
C -0.34175 0.16790 3.08017 0.043
C -0.40208 1.50053 2.39955 0.036
O 1.29339 0.32446 0.29816 0.548
C 2.73384 0.46915 0.36874 0.087
C 3.10238 1.90244 0.65146 0.052
H -2.56416 -3.11703 0.89313 0.005
H -3.74483 -2.11310 1.72689 -0.003
H -2.08270 -2.22301 2.35230 -0.001
H -2.94653 -1.02773 -0.33273 0.001
H -2.61756 -0.04454 1.07724 0.039
H -1.34425 -0.23414 3.26688 0.045
H 0.15205 0.25261 4.05272 0.013
H -0.98049 1.43641 1.47187 0.003
H -0.88899 2.20571 3.08495 0.006
H 0.58716 1.90558 2.17647 0.037
H 3.14828 -0.20111 1.13792 0.040
H 3.17159 0.13963 -0.58114 0.091
H 2.57552 2.28240 1.53265 0.036
H 4.18315 1.92751 0.84038 0.001
H 2.87043 2.53914 -0.20733 0.015

---

Entry 8:
29
Properties=species:S:1:pos:R:3:mulliken_spin:R:1 method="wB97M-V/def2-TZVPD" spin_multiplicity=3 relative_energy_kcal_mol=0.0 lumo_ev="0.76 / -1.81"
C 0.69274 0.16417 3.42458 -0.105
C 0.84447 0.39140 2.02727 0.292
C 0.69343 -1.10087 3.86738 0.288
C 0.78544 -0.85515 1.35868 -0.042
C -1.13663 1.11502 -0.64935 0.084
C 0.17738 1.24373 -0.87486 -0.046
C 0.60210 -1.07746 -0.06037 0.386
C 1.02797 -0.01898 -1.00378 0.050
C 0.85476 2.47658 -0.79552 -0.005
C 1.06082 -0.57679 -2.44521 0.035
C -2.79864 -1.30698 -1.42944 0.065
O -2.43874 -0.43264 1.23264 0.196
P -1.81366 -0.47520 -0.10830 0.597
S 0.79443 -2.16792 2.57775 0.068
H 0.93854 0.96862 4.01637 -0.001
H 0.76672 1.29954 1.49601 0.045
H 0.36659 -1.43917 4.83364 0.008
H -1.90472 1.93188 -0.52845 0.033
H 0.55927 -2.17746 -0.42182 0.011
H 2.16404 0.24212 -0.89009 0.038
H 0.10921 3.30197 -0.94832 -0.004
H 1.62235 2.68894 -1.51268 -0.001
H 1.59017 2.71295 -0.00527 0.004
H 0.14175 -0.69919 -3.06222 -0.003
H 1.48112 -1.59760 -2.34720 -0.006
H 1.70526 -0.05027 -3.08713 0.002
H -3.24238 -2.25894 -0.93485 -0.001
H -3.56396 -0.63572 -1.67160 0.021
H -2.07981 -1.66653 -2.05786 -0.008

---

| no. | E_tot (a.u.) |
| --- | --- |
| 1 | -557.7821 |
| 2 | -708.4718 |
| 3 | -956.1669 |
| 4 | -951.5341 |
| 5 | -880.9666 |
| 6 | -881.0852 |
| 7 | -1480.6332 |
| 8 | -1242.7410 |